[1]
The following is a DFT calculation (the ωB97M-V functional and the def2-TZVPD basis) of the ion C5H7O2S with charge -1 in a non-equilibrium geometry.

```
15
C5H7O2S | the Open Molecules 2025 dataset | the ωB97M-V functional and the def2-TZVPD basis
S 0.74614 -1.02785 0.85555
O 2.85108 -0.68653 -0.87980
O 2.08866 -2.79062 -0.87210
C -0.24632 0.56975 -1.21610
C -1.03505 -1.33910 0.49455
C -0.96471 1.26342 1.18558
C 2.27475 -1.66460 -0.63661
C -0.50705 0.09322 0.26619
H -0.18244 -0.20851 -1.99206
H -1.82594 1.77724 0.88281
H 0.66277 1.09960 -1.33416
H -0.10733 1.98731 1.22684
H -1.55980 -1.33242 1.45722
H -1.13934 0.92829 2.16323
H -1.05541 1.33080 -1.60113
```

The net charge is -1. The spin multiplicity is 1.


[2]
The following is a DFT calculation (the ωB97M-V functional and the def2-TZVPD basis) of the ion C5H13N2O with charge +1 in a non-equilibrium geometry.

```
21
C5H13N2O | the Open Molecules 2025 dataset | the ωB97M-V functional and the def2-TZVPD basis
O 1.91188 0.29176 1.23078
N 0.42134 -1.18715 -0.70893
N -0.09634 0.41848 2.22908
C 0.71100 1.27481 -1.12066
C 0.13496 -1.52338 -2.14020
C -1.55484 0.55034 2.21411
C 0.69710 0.27126 1.15904
C 0.07472 0.24738 -0.25138
H 1.75093 1.43688 -0.84531
H 0.41059 0.72512 3.04699
H 1.44079 -1.21941 -0.61031
H -1.88618 0.40485 3.22868
H 0.24759 2.26378 -0.98455
H -0.91617 -1.78389 -2.24344
H -1.99966 -0.25007 1.61647
H -1.00612 0.22462 -0.18637
H -0.05558 -1.84599 -0.09313
H -1.90006 1.49658 1.81930
H 0.20708 -0.62803 -2.74321
H 0.73677 -2.37969 -2.40759
H 0.67022 1.21175 -2.20938
```

The net charge is +1. The structure (SMILES) is CNC(=O)[C@@H](C)[NH2+]C. The spin multiplicity is 1.


[3]
The following is a DFT calculation (the ωB97M-V functional and the def2-TZVPD basis) of a structure of composition C26H21BrN6O5Sc.

```
60
C26H21BrN6O5Sc | the Open Molecules 2025 dataset | the ωB97M-V functional and the def2-TZVPD basis
Br -3.14605 3.26732 -5.71438
Sc -0.51012 -0.06679 -0.12771
O 3.05363 0.41428 1.42978
O -0.04078 2.09185 -0.24854
O -1.98745 1.28574 -0.78150
O 3.26588 0.89206 -1.50856
O -2.16652 -1.34314 -0.28787
N 0.43081 -1.92642 1.16045
N -0.34588 5.01467 -3.25688
N -3.67769 -0.72529 1.24010
N -0.02148 -0.13367 -2.34688
N 1.56186 -0.12171 -0.28837
N -1.06825 0.36019 2.13290
C -1.15505 4.73261 -4.26953
C -0.67383 0.42132 4.88551
C -0.34179 4.22320 -2.19459
C -2.02977 3.65346 -4.23819
C -3.29264 -0.86267 -0.02608
C -0.82408 -0.32127 -3.39798
C -1.85055 -0.35537 2.94937
C -0.12960 1.14479 2.68709
C -0.46117 0.01492 -4.68790
C 2.14343 0.47709 -1.37522
C -2.91862 -1.25608 2.36091
C -4.27995 -0.48310 -1.08433
C 0.69539 -3.86330 2.53083
C -1.07617 2.16007 -0.95564
C 1.87024 -3.35414 3.06426
C 1.19065 0.40724 -2.56173
C -1.18146 3.11853 -2.08198
C 0.00601 -3.11163 1.59411
C 0.10907 1.19558 4.04656
C -2.05857 2.84024 -3.12416
C 2.18395 -0.25466 0.93008
C 1.61731 0.80139 -3.81717
C 1.60554 -1.47448 1.62807
C 0.77870 0.60222 -4.90142
C 2.33683 -2.13464 2.59882
C -1.68062 -0.34910 4.32541
H 0.34939 4.47818 -1.39955
H -4.72246 0.48775 -0.86759
H -0.91827 -3.48085 1.16429
H 0.31891 -4.83066 2.83210
H -3.62723 -1.50920 3.14583
H 0.89592 1.82836 4.43129
H -1.14203 -0.16954 -5.50657
H 2.42300 -3.90894 3.81044
H -1.10898 5.38821 -5.13137
H -2.43948 -2.18013 2.03375
H -2.74289 2.00793 -3.04759
H 3.26353 -1.69641 2.94267
H -2.33286 -0.94545 4.94954
H -0.51858 0.42742 5.95599
H -1.78652 -0.77094 -3.18810
H 2.59893 1.24504 -3.90994
H 0.45664 1.75302 2.00905
H 1.08913 0.88031 -5.89965
H -5.07058 -1.23346 -1.13171
H -3.78164 -0.43622 -2.04646
H -4.55816 -0.27996 1.43880
```

The net charge is +1. The spin multiplicity is 1.


[4]
The following is a DFT calculation (the ωB97M-V functional and the def2-TZVPD basis) of a structure of composition C29H29AsF3N2O7SSbY in a non-equilibrium geometry.

```
74
C29H29AsF3N2O7SSbY | the Open Molecules 2025 dataset | the ωB97M-V functional and the def2-TZVPD basis
Sb -0.46360 -1.51202 -0.75629
Y -0.02644 1.35629 0.96990
As 1.16653 0.68666 3.40511
S 2.88478 1.30917 0.35601
F 3.96241 -5.50119 1.25754
F -5.11096 -5.43185 -2.59333
F 0.62434 -0.30543 -6.60544
O 0.50870 -0.28848 2.23644
O 1.96695 0.26838 -0.09251
O 0.95546 0.32071 5.08442
O -1.56439 2.49010 -0.12352
O 2.04179 2.50710 0.63508
O 4.03977 1.39616 -0.47853
O 0.36319 2.14799 2.98000
N -2.05708 4.69372 -0.11292
N -3.19204 3.17373 1.28782
C -2.35196 -2.95643 -2.77575
C 3.04193 0.77643 3.25630
C 5.80138 0.70988 2.99381
C -3.81054 -4.39089 -0.88854
C -3.37394 1.79948 1.67325
C 0.63343 -0.57356 -5.29071
C -2.28324 3.46393 0.32757
C 0.46303 0.49187 -4.41813
C 5.23334 0.70683 4.24209
C -2.77054 -3.53062 -0.48203
C 2.95025 -4.75508 0.72251
C 3.64068 0.95054 1.95462
C 2.30050 -2.84383 -0.55273
C 1.61917 -5.03750 1.05122
C -2.06688 5.88214 0.72357
C -2.04895 -2.80527 -1.40216
C -4.14319 -4.52079 -2.23952
C -1.51996 4.86526 -1.42429
C 3.31539 -3.72637 -0.15258
C 0.96699 -3.00277 -0.11584
C -3.38704 -3.83792 -3.15759
C 0.67939 -2.17657 -3.56273
C 0.64189 -4.14407 0.63959
C -4.51611 3.92538 1.42340
C 0.28637 0.13923 -3.09532
C 0.34231 -1.16800 -2.60878
C 0.81666 -1.85878 -4.91562
C 5.03335 0.87721 1.88758
C 3.83753 0.66550 4.36820
H -1.77327 -2.45487 -3.55309
H 1.33239 -5.89003 1.56804
H -1.69888 5.89060 -1.72246
H -3.93163 1.72737 2.61755
H 3.45053 0.58861 5.38442
H -4.28784 -5.00619 -0.19958
H 2.53307 -1.95478 -1.19164
H -2.60727 -3.46331 0.59221
H -2.44674 1.18208 1.82804
H 0.71276 -3.25314 -3.29296
H -0.45486 4.65424 -1.49234
H -3.84222 1.26227 0.90441
H 6.88355 0.58380 2.89461
H -4.67465 4.27180 2.42624
H -2.02561 4.19996 -2.08491
H 0.44035 1.48180 -4.85486
H -2.73474 5.74550 1.56711
H -0.01239 0.93382 -2.34662
H 1.04016 -2.58780 -5.66243
H -3.60440 -4.01878 -4.22637
H -4.48043 4.71738 0.65136
H -0.35964 -4.40323 0.93957
H -2.46074 6.77388 0.13365
H 5.89003 0.65710 5.14415
H 5.51699 0.96043 0.96644
H 0.11462 0.58245 5.51141
H 4.37030 -3.60060 -0.43696
H -5.25424 3.15169 1.18116
H -1.06587 6.03167 1.12265
```

The net charge is +1. The spin multiplicity is 1.


[5]
The following is a DFT calculation (the ωB97M-V functional and the def2-TZVPD basis) of the molecule C3H6FN3S in a non-equilibrium geometry.

```
14
C3H6FN3S | the Open Molecules 2025 dataset | the ωB97M-V functional and the def2-TZVPD basis
S -0.32449 1.34445 -1.81214
F 1.41791 -1.11573 -1.21503
N -0.76940 -1.68078 1.59413
N 0.01095 1.01961 2.08765
N -0.55303 1.14491 0.78716
C -0.05815 0.57670 -0.33723
C 0.52009 -0.75927 -0.27946
C 0.17288 -1.72215 0.59486
H -0.86485 2.08220 0.57989
H 0.70919 -2.64602 0.43913
H -0.43002 0.19335 2.59563
H -0.99084 -2.59989 1.94705
H -1.67024 -1.22702 1.27006
H 1.04893 0.76992 1.94611
```

The net charge is 0. The structure (SMILES) is N/C=C(/F)C(=S)NN. The spin multiplicity is 1.


Looking at Kohn-Sham gap for the records above, in order, we have 0.2344; 0.3911; 0.3253; 0.3096; 0.3003 Eh.
Looking at total energy for the records above, in order, we have -743.35066; -382.81796; -5042.95840; -4970.70469; -780.17001 Ha.
Looking at HOMO energy for the records above, in order, we have -2.66; -13.92; -11.81; -10.89; -8.30 eV.